{
  "formula": "CH3ClN2O2",
  "method": "ωB97M-V/def2-TZVPD",
  "species": ["C", "N", "N", "O", "O", "Cl", "H", "H", "H"],
  "coordinates": [[0.3508, -1.3349, -0.3081], [0.7220, -0.4008, 0.5494], [-0.7760, -0.8643, -1.0289], [0.8828, -2.3877, -0.5082], [-0.9844, 0.4459, -1.1720], [-0.9191, -1.6683, -2.5471], [0.0963, 0.4034, 0.5273], [1.2827, -0.9077, 1.2397], [-0.6947, 0.6876, -2.0798]],
  "e_tot_ha": -759.86012,
  "homo_ev": [-5.78, -10.52],
  "homo_lumo_gap_ev": [6.3, 7.8],
  "lumo_energy_ev": [0.513, -2.717],
  "e_above_lowest_kj_mol": 84.43,
  "multiplicity": 3
}

=====

{
  "formula": "C22H61BrINO26P6",
  "method": "ωB97M-V/def2-TZVPD",
  "species": ["O", "C", "O", "N", "Br", "C", "C", "C", "I", "H", "H", "H", "H", "H", "H", "H", "C", "O", "P", "O", "O", "C", "O", "C", "H", "H", "H", "H", "H", "H", "H", "H", "H", "C", "O", "P", "O", "O", "C", "O", "C", "H", "H", "H", "H", "H", "H", "H", "H", "H", "C", "O", "P", "O", "O", "C", "O", "C", "H", "H", "H", "H", "H", "H", "H", "H", "H", "C", "O", "P", "O", "O", "C", "O", "C", "H", "H", "H", "H", "H", "H", "H", "H", "H", "C", "O", "P", "O", "O", "C", "O", "C", "H", "H", "H", "H", "H", "H", "H", "H", "H", "C", "O", "P", "O", "O", "C", "O", "C", "H", "H", "H", "H", "H", "H", "H", "H", "H"],
  "coordinates": [[-6.2412, -2.4793, 2.3262], [-6.1086, -3.0065, 1.3065], [-7.1053, -3.7186, 0.7519], [-4.9158, -3.0265, 0.5189], [-4.0675, -1.3630, 0.4837], [-4.0107, -4.1331, 0.9133], [-3.2222, -3.8386, 2.2084], [-2.9859, -5.1132, 3.0639], [-1.0691, -4.8179, 4.0584], [-6.9594, -3.6608, -0.2079], [-3.3222, -4.2827, 0.0742], [-4.6409, -5.0305, 0.9787], [-2.2403, -3.4393, 1.9391], [-3.6968, -3.0722, 2.8284], [-2.8882, -6.0091, 2.4506], [-3.7308, -5.2138, 3.8519], [0.3329, 0.9780, 2.7571], [1.3215, 0.0510, 2.3005], [2.0479, -0.8328, 3.3994], [1.1714, -1.6130, 4.2650], [2.9779, 0.1878, 4.1865], [3.7213, 1.1679, 3.4444], [3.0488, -1.6737, 2.4992], [3.8743, -2.6321, 3.1648], [0.3783, 1.8569, 2.1167], [-0.6541, 0.5238, 2.6826], [0.5171, 1.2855, 3.7874], [3.1687, 2.1079, 3.4425], [3.8981, 0.8505, 2.4163], [4.6795, 1.3224, 3.9373], [4.4290, -2.1610, 3.9778], [4.5810, -3.0280, 2.4383], [3.2664, -3.4479, 3.5549], [-1.9987, -2.5684, -5.6690], [-2.3819, -1.6014, -4.6841], [-3.8632, -1.6761, -4.1296], [-4.2713, -2.9629, -3.5765], [-4.7796, -1.1967, -5.3493], [-4.3630, -0.0702, -6.1265], [-3.8841, -0.4610, -3.1174], [-5.0981, -0.2499, -2.3895], [-1.3045, -2.0885, -6.3559], [-1.5053, -3.4075, -5.1826], [-2.8600, -2.9288, -6.2345], [-3.8474, -0.4241, -7.0201], [-3.7004, 0.5876, -5.5646], [-5.2492, 0.4865, -6.4249], [-5.9483, -0.1664, -3.0708], [-5.0035, 0.6793, -1.8329], [-5.2595, -1.0673, -1.6920], [-6.6290, -3.5869, -6.2107], [-8.0479, -3.4141, -6.0750], [-8.9750, -4.2297, -7.0625], [-8.7758, -5.6741, -7.0827], [-8.7566, -3.5387, -8.4872], [-8.7066, -2.1144, -8.5623], [-10.4157, -3.7446, -6.6085], [-11.5312, -4.3215, -7.2893], [-6.1507, -2.6359, -5.9811], [-6.2850, -4.3422, -5.5069], [-6.3582, -3.8834, -7.2269], [-7.6639, -1.7929, -8.5596], [-9.2310, -1.6446, -7.7299], [-9.1710, -1.8039, -9.4965], [-11.4275, -4.1993, -8.3690], [-12.4290, -3.8035, -6.9604], [-11.6176, -5.3797, -7.0441], [2.7043, 6.9535, 1.0106], [3.3080, 7.2827, 2.2645], [3.0550, 6.2914, 3.4739], [3.4080, 4.8960, 3.2394], [1.5175, 6.4994, 3.8508], [0.9879, 7.8262, 3.8913], [3.8471, 7.0093, 4.6421], [3.8592, 6.3505, 5.9114], [2.4261, 7.8839, 0.5193], [3.4204, 6.4167, 0.3914], [1.8080, 6.3450, 1.1437], [0.4943, 8.0430, 2.9433], [1.7653, 8.5687, 4.0718], [0.2539, 7.8772, 4.6930], [2.8415, 6.1322, 6.2403], [4.3269, 7.0184, 6.6304], [4.4354, 5.4273, 5.8522], [0.6363, -0.9224, -2.9682], [2.0075, -0.5210, -3.0391], [3.1018, -1.6684, -3.0052], [2.9617, -2.7096, -4.0186], [3.0610, -2.2236, -1.5136], [2.9661, -1.2897, -0.4275], [4.4409, -0.8211, -3.0778], [5.6644, -1.5569, -3.1024], [0.0932, -0.1619, -2.4104], [0.2252, -0.9961, -3.9736], [0.5237, -1.8797, -2.4563], [1.9226, -1.1983, -0.1270], [3.3499, -0.3069, -0.7057], [3.5398, -1.6698, 0.4053], [5.7136, -2.2482, -2.2591], [6.4842, -0.8467, -3.0244], [5.7554, -2.1084, -4.0379], [6.7153, 2.2906, 7.4886], [7.2685, 3.3560, 6.7096], [8.0115, 2.9607, 5.3667], [7.2377, 2.1614, 4.4242], [9.3574, 2.2481, 5.8446], [10.0954, 2.8172, 6.9279], [8.4836, 4.3771, 4.8383], [9.1795, 4.3989, 3.5897], [6.8094, 2.5608, 8.5387], [5.6630, 2.1652, 7.2394], [7.2450, 1.3518, 7.3188], [9.8272, 2.3035, 7.8518], [9.8988, 3.8838, 7.0377], [11.1559, 2.6687, 6.7348], [10.0301, 3.7153, 3.6124], [9.5438, 5.4103, 3.4272], [8.5066, 4.1253, 2.7778]],
  "e_tot_ha": -7806.20322,
  "homo_ev": -8.88,
  "homo_lumo_gap_ev": 9.0,
  "lumo_energy_ev": 0.135
}

=====

{
  "formula": "C2H6OS2",
  "method": "ωB97M-V/def2-TZVPD",
  "species": ["O", "C", "H", "H", "C", "S", "S", "H", "H", "H", "H"],
  "coordinates": [[2.1358, -0.1065, 0.3807], [1.7079, 0.5299, 1.3539], [1.3267, 0.0915, 2.2527], [1.3847, 1.6264, 1.2804], [-0.5606, -0.0739, -1.5984], [-1.2052, 0.7981, -0.1586], [-2.0248, -0.5606, 1.2368], [-1.4282, -0.5454, -2.1209], [-0.2092, 0.6205, -2.3581], [0.0575, -0.8359, -1.2047], [-1.1847, -1.5443, 0.9363]],
  "e_tot_ha": -951.35394,
  "homo_ev": -8.44,
  "homo_lumo_gap_ev": 8.8,
  "lumo_energy_ev": 0.353,
  "e_above_lowest_kj_mol": 100.07
}

=====

{
  "formula": "C4H12",
  "method": "ωB97M-V/def2-TZVPD",
  "species": ["C", "C", "H", "H", "H", "H", "H", "H", "C", "C", "H", "H", "H", "H", "H", "H"],
  "coordinates": [[2.3230, 0.0935, 0.6830], [1.9639, 1.1187, 1.7968], [2.3921, 0.4672, -0.3600], [3.3114, -0.3027, 0.8621], [1.6281, -0.7223, 0.6813], [1.8985, 2.1840, 1.5154], [2.5388, 1.1094, 2.8117], [0.9510, 0.7874, 2.2055], [-2.0684, -0.8857, -0.6211], [-2.3017, -0.2837, -1.9917], [-2.8189, -1.5929, -0.2341], [-1.0088, -1.3364, -0.8053], [-2.0018, -0.3693, 0.2619], [-1.5295, 0.3636, -2.0977], [-2.1652, -1.0435, -2.7117], [-3.1124, 0.4125, -1.9960]],
  "e_tot_ha": -159.53473,
  "homo_ev": -11.41,
  "homo_lumo_gap_ev": 12.5,
  "lumo_energy_ev": 1.054,
  "e_above_lowest_kj_mol": 131.92
}

=====

{
  "formula": "C29H38ClFN6O3S",
  "method": "ωB97M-V/def2-TZVPD",
  "species": ["C", "C", "O", "N", "C", "C", "C", "C", "N", "C", "C", "C", "Cl", "S", "O", "O", "F", "H", "H", "H", "H", "H", "H", "H", "H", "H", "H", "H", "H", "H", "H", "H", "H", "H", "H", "N", "C", "C", "C", "C", "C", "H", "H", "H", "H", "H", "N", "C", "C", "C", "C", "C", "H", "H", "H", "H", "H", "N", "C", "C", "C", "C", "C", "H", "H", "H", "H", "H", "N", "C", "C", "C", "C", "C", "H", "H", "H", "H", "H"],
  "coordinates": [[6.9128, -1.0582, -1.5024], [7.0408, -0.5824, -2.9343], [7.4885, -1.2939, -3.8216], [6.6144, 0.7443, -3.2192], [5.3267, 0.7063, -3.9591], [4.3584, 1.8080, -3.5517], [2.8946, 1.3136, -3.5588], [2.5778, 0.8017, -2.1646], [1.2999, 0.0720, -2.0021], [1.0613, -1.0304, -2.9530], [2.2557, -1.9785, -3.0696], [1.7658, -3.3533, -3.5066], [1.6461, -4.4868, -2.1213], [0.0420, 1.0894, -1.8936], [0.2691, 2.0920, -0.9144], [-0.4925, 1.4806, -3.1534], [-0.9976, 0.1002, -1.2854], [6.6479, -2.1069, -1.4869], [7.8529, -0.9141, -0.9785], [6.1433, -0.4815, -0.9947], [6.4869, 1.2293, -2.3376], [4.8486, -0.2534, -3.7449], [5.5262, 0.7543, -5.0240], [4.5917, 2.1084, -2.5276], [4.4645, 2.7103, -4.1443], [2.8148, 0.5515, -4.3301], [2.2767, 2.1606, -3.8369], [3.3791, 0.1648, -1.7971], [2.5519, 1.6584, -1.4994], [0.7277, -0.6747, -3.9276], [0.2325, -1.6150, -2.5575], [2.9291, -1.6192, -3.8415], [2.7380, -2.0478, -2.1014], [2.4363, -3.8229, -4.2133], [0.7782, -3.3143, -3.9505], [-3.6396, -0.6192, 1.6311], [-4.8922, -0.4297, 2.0514], [-5.7535, 0.5109, 1.5103], [-5.2927, 1.3063, 0.4739], [-3.9955, 1.1278, 0.0234], [-3.2147, 0.1561, 0.6310], [-5.2179, -1.0689, 2.8640], [-6.7590, 0.6108, 1.8951], [-5.9349, 2.0536, 0.0247], [-3.5935, 1.7272, -0.7826], [-2.2001, -0.0157, 0.3095], [-8.5629, -1.2218, 2.7004], [-9.4321, -1.2488, 3.7092], [-10.7862, -1.4997, 3.5510], [-11.2662, -1.7327, 2.2726], [-10.3766, -1.7070, 1.2112], [-9.0409, -1.4493, 1.4787], [-9.0155, -1.0587, 4.6924], [-11.4454, -1.5114, 4.4078], [-12.3171, -1.9314, 2.1062], [-10.7085, -1.8832, 0.1975], [-8.3092, -1.4231, 0.6777], [-2.1709, -3.1329, 6.3431], [-2.2128, -2.2636, 5.3349], [-3.3663, -1.6108, 4.9258], [-4.5446, -1.8804, 5.6021], [-4.5215, -2.7838, 6.6529], [-3.3131, -3.3780, 6.9819], [-1.2696, -2.0847, 4.8309], [-3.3396, -0.9150, 4.1014], [-5.4689, -1.3937, 5.3143], [-5.4192, -3.0234, 7.2066], [-3.2497, -4.0884, 7.7992], [6.0740, 4.0434, -0.8995], [6.7669, 5.1408, -1.1975], [8.0545, 5.3847, -0.7450], [8.6582, 4.4362, 0.0628], [7.9535, 3.2878, 0.3823], [6.6703, 3.1424, -0.1221], [6.2577, 5.8577, -1.8317], [8.5691, 6.2943, -1.0213], [9.6627, 4.5882, 0.4360], [8.3875, 2.5203, 1.0083], [6.0859, 2.2545, 0.1033]],
  "e_tot_ha": -2640.30999,
  "homo_ev": -9.33,
  "homo_lumo_gap_ev": 9.8,
  "lumo_energy_ev": 0.512
}

=====

{
  "formula": "C18H40GaGeN2O3Si3",
  "method": "ωB97M-V/def2-TZVPD",
  "species": ["Ga", "N", "C", "C", "C", "O", "O", "H", "H", "H", "H", "H", "H", "O", "C", "C", "C", "C", "C", "C", "N", "H", "H", "H", "H", "H", "H", "H", "C", "Si", "C", "C", "Ge", "Si", "C", "C", "C", "Si", "C", "C", "C", "H", "H", "H", "H", "H", "H", "H", "H", "H", "H", "H", "H", "H", "H", "H", "H", "H", "H", "H", "H", "H", "H", "H", "H", "H", "H", "H"],
  "coordinates": [[1.1216, 0.4889, -0.6050], [-0.5118, -0.6267, -4.6062], [0.8382, -0.9804, -4.9273], [1.8181, 0.0090, -4.3528], [1.4319, 0.0933, -2.9075], [1.5753, -0.9453, -2.1590], [1.0291, 1.2057, -2.3836], [-1.1591, -1.2792, -4.8865], [-0.8735, 0.1908, -5.1004], [1.0463, -1.0190, -6.0234], [1.0466, -2.0083, -4.6466], [1.6345, 0.9969, -4.7944], [2.7927, -0.3007, -4.6554], [1.6407, 2.5458, -0.2694], [2.8733, 2.6569, 0.5332], [3.6349, 1.3285, 0.5869], [4.8217, 1.1752, 1.2816], [5.5200, 0.0597, 1.2626], [4.9364, -1.0827, 0.7280], [3.7173, -0.8623, 0.0754], [3.0597, 0.3263, -0.0123], [1.8566, 2.9552, -1.0935], [2.6272, 2.9892, 1.5166], [3.5956, 3.4036, 0.0569], [5.2520, 2.0645, 1.6932], [6.4956, 0.1144, 1.7052], [5.4701, -2.0492, 0.6380], [3.1766, -1.6405, -0.5420], [1.6144, -1.2090, 3.0514], [-0.2050, -1.4905, 2.7483], [-1.6208, -0.9457, 3.9716], [-0.5176, -3.2996, 2.2886], [-0.8131, -0.0390, 0.7414], [-1.9273, 2.1399, 1.0801], [-1.6575, 3.3484, -0.3261], [-0.7158, 2.5717, 2.4813], [-3.6211, 1.7836, 1.4273], [-2.7168, -1.2952, -0.5895], [-1.9457, -2.8097, -1.2898], [-3.1022, -0.0057, -1.8491], [-4.3403, -1.6418, 0.2907], [2.0274, -2.2164, 3.2078], [1.9455, -0.5609, 3.8469], [2.0092, -0.8504, 2.1430], [-2.4877, -1.5318, 3.8791], [-1.8283, 0.0742, 3.6470], [-1.2706, -0.9350, 5.0198], [-0.3120, -3.9403, 3.1147], [0.0989, -3.5809, 1.4122], [-1.5778, -3.4987, 1.9402], [-0.6414, 3.4644, -0.5672], [-1.9167, 4.3212, 0.1110], [-2.3538, 3.1745, -1.1654], [0.2644, 2.6180, 2.0596], [-0.7535, 1.8310, 3.2703], [-1.0487, 3.5502, 2.7751], [-3.9911, 2.4807, 2.2119], [-3.8836, 0.8180, 1.9383], [-4.1524, 1.8145, 0.4765], [-0.8827, -2.6645, -1.6669], [-2.6086, -3.1147, -2.1308], [-1.9861, -3.6607, -0.5595], [-2.2394, -0.0703, -2.5545], [-3.1296, 1.0450, -1.4919], [-4.0349, -0.2891, -2.3375], [-4.2888, -2.2046, 1.2617], [-4.9292, -2.2564, -0.3478], [-4.9272, -0.7344, 0.3676]],
  "e_tot_ha": -5914.83342,
  "charge": 2,
  "homo_ev": [-14.09, -14.17],
  "homo_lumo_gap_ev": [8.6, 5.7],
  "lumo_energy_ev": [-5.534, -8.429],
  "e_above_lowest_kj_mol": 47.53,
  "multiplicity": 2
}

=====

{
  "formula": "C24H45N3O18",
  "method": "ωB97M-V/def2-TZVPD",
  "species": ["C", "C", "N", "H", "H", "H", "C", "C", "N", "H", "H", "H", "C", "C", "N", "H", "H", "H", "C", "O", "C", "O", "O", "C", "H", "H", "H", "H", "H", "H", "C", "O", "C", "O", "O", "C", "H", "H", "H", "H", "H", "H", "C", "O", "C", "O", "O", "C", "H", "H", "H", "H", "H", "H", "C", "O", "C", "O", "O", "C", "H", "H", "H", "H", "H", "H", "C", "O", "C", "O", "O", "C", "H", "H", "H", "H", "H", "H", "C", "O", "C", "O", "O", "C", "H", "H", "H", "H", "H", "H"],
  "coordinates": [[2.5961, 3.9323, -0.5128], [1.7059, 4.7889, -1.2790], [1.0361, 5.4923, -1.8868], [2.3901, 2.8664, -0.4814], [2.6322, 4.2436, 0.5351], [3.6407, 4.0302, -0.8162], [4.3070, 0.8920, -0.4140], [3.6853, 0.8654, -1.7405], [3.1819, 0.8646, -2.7713], [3.7707, 0.2646, 0.2969], [4.2453, 1.9220, -0.0758], [5.3269, 0.5148, -0.4122], [-2.2628, 6.9011, -2.1000], [-2.3151, 7.2478, -0.6936], [-2.3378, 7.5388, 0.4140], [-3.1303, 7.2393, -2.6634], [-2.1443, 5.8276, -2.2379], [-1.3890, 7.4009, -2.5228], [-5.2087, -0.1344, -2.0395], [-5.4461, -0.4950, -0.7034], [-6.6669, -0.9178, -0.3660], [-7.5644, -1.1153, -1.1403], [-6.6885, -1.0978, 0.9378], [-7.8748, -1.6660, 1.5034], [-4.1895, 0.2264, -2.1508], [-5.8804, 0.6756, -2.3386], [-5.3754, -0.9347, -2.7637], [-7.7987, -1.4947, 2.5730], [-7.9843, -2.7203, 1.2706], [-8.7088, -1.0627, 1.1435], [1.8283, -3.0576, -2.6088], [0.5144, -2.9343, -3.1042], [-0.2672, -4.0015, -2.9914], [0.0733, -5.1234, -2.7522], [-1.5480, -3.7140, -3.1979], [-2.0069, -2.3733, -3.2571], [1.8113, -3.2467, -1.5354], [2.3488, -2.1070, -2.7432], [2.4510, -3.8014, -3.1074], [-2.9628, -2.1889, -2.7723], [-2.0676, -1.9260, -4.2506], [-1.2808, -1.7755, -2.7050], [1.4380, -0.9498, 0.5870], [1.1528, 0.3315, 0.0297], [0.0056, 0.5509, -0.5749], [-0.7844, -0.2964, -0.9146], [-0.0709, 1.8391, -0.8595], [-1.2196, 2.2858, -1.5817], [1.8829, -1.5344, -0.2111], [0.4921, -1.3913, 0.9072], [2.0383, -0.9174, 1.4933], [-0.8673, 2.5585, -2.5794], [-1.5835, 3.1944, -1.1165], [-1.9501, 1.4920, -1.6880], [4.4121, 1.4905, 3.8095], [5.4202, 0.5167, 4.0318], [5.3210, -0.5904, 3.3329], [4.3983, -0.9168, 2.6368], [6.3207, -1.3726, 3.6343], [6.2992, -2.7145, 3.1933], [4.5886, 2.3411, 4.4606], [3.4327, 1.0547, 4.0030], [4.4589, 1.8686, 2.7856], [6.4147, -2.7781, 2.1102], [5.3496, -3.1852, 3.4539], [7.0847, -3.3202, 3.6350], [-2.9756, 0.4929, 1.8538], [-2.7879, 1.7187, 1.1989], [-3.5873, 2.7330, 1.4839], [-4.2629, 2.8452, 2.4732], [-3.5553, 3.5866, 0.4694], [-4.1870, 4.8299, 0.6350], [-2.5955, -0.3739, 1.3211], [-3.9947, 0.3380, 2.2101], [-2.4233, 0.4522, 2.8045], [-3.8082, 5.4371, 1.4578], [-5.2336, 4.7131, 0.9432], [-4.2289, 5.4303, -0.2650], [4.1221, -3.3651, 0.0112], [3.3022, -4.5173, 0.1448], [3.5359, -5.2750, 1.2265], [4.4872, -5.2439, 1.9387], [2.5677, -6.1719, 1.3902], [1.2847, -5.9598, 0.7742], [5.1690, -3.5921, -0.1898], [4.1136, -2.7545, 0.9174], [3.6948, -2.7834, -0.7977], [1.3776, -5.9957, -0.3102], [0.7991, -5.0889, 1.2028], [0.7057, -6.8582, 0.9889]],
  "e_tot_ha": -2460.04338,
  "homo_ev": -10.80,
  "homo_lumo_gap_ev": 10.9,
  "lumo_energy_ev": 0.090,
  "e_above_lowest_kj_mol": 24.03
}

=====

{
  "formula": "C5H14O2",
  "method": "ωB97M-V/def2-TZVPD",
  "species": ["C", "C", "C", "C", "O", "H", "H", "H", "H", "H", "H", "H", "H", "H", "H", "C", "O", "H", "H", "H", "H"],
  "coordinates": [[0.7584, -0.0649, 0.6519], [0.0111, -1.1847, -0.4950], [2.0559, -0.7086, 1.0866], [0.9360, 1.3504, 0.1670], [-0.9878, -1.8441, 0.2787], [-1.1934, -2.7018, -0.1220], [0.0294, -0.1068, 1.4642], [-1.0539, 0.3094, -1.1565], [0.8462, -1.8730, -0.6651], [0.3221, 1.5278, -0.7311], [1.8885, -1.7360, 1.4072], [2.4909, -0.1677, 1.9286], [2.7755, -0.7083, 0.2677], [0.5423, 2.0632, 0.8890], [1.9808, 1.5655, -0.0524], [-1.9815, 1.0675, -1.1160], [-2.2519, 1.3195, 0.2360], [-2.1664, 0.4761, 0.7086], [-1.9546, 2.0244, -1.6352], [-2.7610, 0.4431, -1.5711], [-0.2867, -1.0512, -1.5410]],
  "e_tot_ha": -349.29034,
  "homo_ev": -9.53,
  "homo_lumo_gap_ev": 10.3,
  "lumo_energy_ev": 0.755,
  "e_above_lowest_kj_mol": 224.37
}